Entry 1:
Density functional theory data (ωB97M-V/def2-TZVPD) for C16H26N4O2S in the gas phase at a distorted geometry.

Calculated values
- E_LUMO: 0.49 eV
- Relative energy (zero: lowest compared OMol25 entry of this formula, charge and spin): 142.2 kJ/mol
- HOMO level: -8.948 eV
- SMILES string: CCc1nnc(NC(=O)CCC(=O)NC2CCCCCCC2)s1
- Total charge: 0

Geometry (Å):
1 C -4.943053 -3.302042 -0.551285
2 H -5.804771 -3.848837 -0.925623
3 H -4.794148 -3.546917 0.496226
4 H -4.058352 -3.613125 -1.098566
5 C -5.161505 -1.803188 -0.715632
6 C -4.003907 -1.017266 -0.221821
7 N -2.920763 -1.517470 0.246419
8 N -2.017297 -0.617946 0.624874
9 C -2.412490 0.597838 0.439884
10 N -1.638183 1.682265 0.749788
11 C -1.995855 2.963769 0.419965
12 O -3.090837 3.230179 -0.012459
13 C -0.889644 3.976985 0.641580
14 H -1.342489 4.963733 0.742431
15 H -0.345806 3.737547 1.557322
16 C 0.059811 3.972313 -0.570257
17 C 0.544942 2.554830 -0.852225
18 O 0.140937 1.894699 -1.783120
19 N 1.379453 2.063439 0.096035
20 H 1.833864 2.698363 0.734417
21 C 1.872760 0.691778 0.057728
22 C 3.245432 0.666829 -0.624677
23 H 3.104195 0.936661 -1.673471
24 C 4.000542 -0.656773 -0.538383
25 C 3.339464 -1.851414 -1.224125
26 H 4.068526 -2.666626 -1.202856
27 H 3.161894 -1.603925 -2.272935
28 C 2.027545 -2.373724 -0.622772
29 H 1.182127 -1.790584 -0.984431
30 C 1.980380 -2.432714 0.909413
31 C 1.222889 -1.280907 1.574593
32 H 0.213632 -1.234152 1.157895
33 H 1.123343 -1.521160 2.636774
34 C 1.868058 0.103953 1.476663
35 H 2.883712 0.074197 1.874755
36 H 1.296625 0.773350 2.128621
37 H 2.992133 -2.500807 1.313471
38 H 1.462468 -3.348762 1.201152
39 H 1.887898 -3.383880 -1.015354
40 H 4.199007 -0.900343 0.505121
41 H 4.973124 -0.503962 -1.014950
42 H 3.869216 1.441112 -0.164057
43 H 1.148361 0.163752 -0.565253
44 H 0.902553 4.639287 -0.381141
45 H -0.478007 4.321302 -1.452076
46 H -0.701588 1.463236 1.063436
47 S -4.007742 0.750238 -0.240320
48 H -6.055915 -1.486867 -0.171167
49 H -5.322533 -1.558247 -1.769631

Forces on atoms 1 to 2 (eV/Å):
C -0.0822 0.1579 -0.0460
H -0.0579 -0.0617 -0.0244


Entry 2:
Density functional theory data (ωB97M-V/def2-TZVPD) for a molecular structure, C35H40N8OPdS.

Calculated values
- E_LUMO: -5.67 eV
- Relative energy (zero: lowest compared OMol25 entry of this formula, charge and spin): 23.5 kJ/mol
- HOMO level: -12.534 eV
- Total charge: +2

Geometry (Å):
1 Pd 1.965420 -0.110702 -0.361901
2 N 3.635202 0.069928 3.453263
3 C 2.759196 -0.291811 4.517099
4 C 3.233645 -0.260393 5.813300
5 C 2.397571 -0.619143 6.864489
6 C 1.096287 -1.011189 6.607360
7 C 0.624742 -1.042732 5.299283
8 C 1.454435 -0.680266 4.253520
9 S 0.775283 -0.720719 2.611011
10 N 2.147014 -0.284443 1.668384
11 C 3.305918 0.031076 2.152989
12 C 4.357493 0.374746 1.143920
13 C 5.696260 0.522503 1.440533
14 C 6.576079 0.868826 0.420262
15 C 6.084627 1.054369 -0.855999
16 C 4.731987 0.857317 -1.087480
17 N 3.890852 0.517576 -0.114610
18 H 4.543114 0.408811 3.716782
19 H 4.255786 0.041169 6.008654
20 H 2.771662 -0.592660 7.877987
21 H 0.441081 -1.295981 7.418369
22 H -0.394405 -1.349935 5.098647
23 H 6.073048 0.358813 2.439579
24 H 7.629918 0.989123 0.629960
25 H 6.731494 1.333001 -1.675070
26 H 4.302842 0.967565 -2.072533
27 C -4.348816 -3.060861 -1.319268
28 C -3.431136 -3.442466 -0.147152
29 C -4.126700 -3.115558 1.181883
30 C -3.147701 -4.942684 -0.201248
31 C -2.155005 -2.622065 -0.259118
32 C -0.900513 -3.181029 -0.475623
33 C 0.206442 -2.362673 -0.546764
34 N 0.137921 -1.029903 -0.427279
35 C -1.066878 -0.448782 -0.252396
36 C -2.202862 -1.232540 -0.154752
37 C -1.153791 1.038345 -0.129480
38 C -2.351772 1.702734 -0.341150
39 C -2.433120 3.085716 -0.170390
40 C -1.262094 3.733260 0.209399
41 C -0.098327 2.998993 0.370900
42 N -0.028743 1.681176 0.198519
43 C -3.763000 3.806279 -0.351677
44 C -4.683738 3.379655 0.802502
45 C -3.594845 5.325266 -0.321569
46 C -4.399227 3.405982 -1.689325
47 H -5.266844 -3.646834 -1.270006
48 H -3.869894 -3.262556 -2.278753
49 H -4.625754 -2.005864 -1.288379
50 H -5.032283 -3.715393 1.273380
51 H -4.422116 -2.067882 1.248351
52 H -3.482917 -3.346112 2.032378
53 H -4.083876 -5.488505 -0.088557
54 H -2.482796 -5.261003 0.603733
55 H -2.710719 -5.242425 -1.155424
56 H -0.761445 -4.246994 -0.571866
57 H 1.197631 -2.770449 -0.702495
58 H -3.149868 -0.750048 0.031732
59 H -3.229229 1.154581 -0.649275
60 H -1.237461 4.800515 0.371069
61 H 0.824657 3.494364 0.652422
62 H -4.254981 3.648467 1.769039
63 H -4.861525 2.302692 0.794124
64 H -5.648812 3.878736 0.709109
65 H -3.259064 5.680204 0.653948
66 H -4.555324 5.798495 -0.523448
67 H -2.890335 5.672693 -1.079863
68 H -4.649606 2.345431 -1.730985
69 H -3.740827 3.637373 -2.528839
70 H -5.327000 3.960497 -1.829845
71 C 3.230584 -2.778418 -4.745267
72 N 2.653784 -1.515016 -4.273228
73 C 2.188458 -0.576608 -5.126189
74 C 1.643016 0.579799 -4.689300
75 C 1.566370 0.776551 -3.283878
76 N 2.043682 -0.142401 -2.436622
77 C 2.591488 -1.331139 -2.896016
78 O 3.002467 -2.184360 -2.134285
79 N 1.036512 1.889839 -2.782907
80 H 3.183537 -2.791117 -5.830083
81 H 2.667225 -3.613746 -4.337427
82 H 4.263483 -2.858459 -4.415580
83 H 2.277395 -0.807397 -6.178937
84 H 1.271455 1.320751 -5.378621
85 H 0.680125 2.603536 -3.394040
86 H 0.938189 2.004528 -1.782952

Forces on atoms 1 to 2 (eV/Å):
Pd 0.1620 -0.0920 -0.0476
N -0.2353 -0.0728 0.0290


> What is the formula in the first record?

C16H26N4O2S